Formula: C29H80O11
Source: the Open Molecules 2025 dataset
Level of theory: wB97M-V/def2-TZVPD

Last column: Löwdin charge in e.
CARTESIAN COORDINATES (ANGSTROEM)
C  8.186  17.606  3.183  0.000
H  6.298  19.050  1.589  0.071
O  1.217  18.996  -1.020  0.038
C  4.299  14.109  -0.465  -0.041
H  6.127  17.410  3.630  0.104
H  -2.671  13.366  4.702  0.122
H  3.727  13.796  6.023  0.123
H  8.146  18.056  2.202  0.050
O  4.422  16.217  5.563  -0.117
C  6.334  19.925  0.951  -0.045
H  8.998  16.917  3.193  0.081
H  0.488  12.763  3.406  0.041
H  8.662  18.740  -0.091  0.062
H  9.586  20.045  -0.138  0.065
H  1.180  21.089  0.743  0.097
C  3.475  17.417  2.937  -0.152
O  -0.004  19.896  5.697  0.015
H  -1.020  16.091  3.518  0.055
H  7.639  21.135  2.491  0.136
H  3.786  16.407  3.263  0.064
H  7.771  15.395  4.366  0.133
H  2.035  14.850  1.993  0.051
H  6.238  19.827  4.535  0.079
H  4.334  13.151  -0.006  0.069
O  4.572  19.486  7.196  0.034
H  3.761  14.043  3.322  0.058
C  2.326  14.430  1.020  -0.033
C  -0.501  15.155  3.351  -0.021
C  6.151  19.439  5.549  -0.014
H  2.473  21.882  5.158  0.122
H  6.139  16.364  1.515  0.074
H  6.287  21.759  7.003  0.082
H  4.223  17.696  2.161  0.075
H  5.254  15.910  5.309  0.028
C  3.396  13.177  3.919  -0.031
H  -0.650  14.882  2.250  0.117
H  2.829  20.531  3.164  0.049
H  8.257  18.552  3.777  0.093
H  7.343  15.240  1.992  0.076
C  2.344  12.195  5.941  -0.022
H  4.225  15.249  7.435  0.081
C  1.046  17.762  5.735  -0.004
H  8.266  19.932  -1.250  0.079
C  5.306  21.707  6.522  -0.007
H  7.559  21.525  0.625  0.129
C  6.963  16.762  3.458  -0.627
H  1.485  14.601  0.350  0.092
H  5.846  15.106  2.638  0.058
H  3.897  14.057  -1.434  0.074
O  3.473  18.375  3.941  -0.098
H  -1.090  12.259  2.939  0.078
C  3.561  15.054  0.455  -0.667
C  2.334  22.357  4.202  -0.624
H  0.377  17.473  6.508  0.078
O  8.133  20.497  1.981  0.047
H  4.521  22.131  7.135  0.080
C  7.665  20.516  0.878  -0.687
O  7.059  16.028  4.483  0.008
H  1.589  11.753  5.272  0.057
C  6.564  15.832  2.353  -0.029
H  3.652  18.696  -0.574  0.063
H  4.117  21.405  3.634  0.035
C  0.856  22.554  3.893  -0.001
C  5.015  20.207  6.279  -0.616
H  3.451  20.431  -0.353  0.092
H  0.323  21.631  3.745  0.055
H  4.420  16.421  -0.370  0.130
C  2.886  13.522  5.347  -0.643
O  3.508  16.129  -0.181  0.025
H  0.748  23.160  3.016  0.078
C  0.584  19.046  5.030  -0.642
H  0.098  18.067  3.133  0.061
H  5.966  18.400  5.488  0.041
C  8.546  19.804  -0.209  -0.006
H  2.478  13.358  1.184  0.081
H  5.407  16.482  7.291  0.066
C  -0.506  12.653  3.736  -0.035
O  3.012  23.418  4.321  0.002
H  -0.573  11.866  4.469  0.075
H  5.356  22.186  5.592  0.050
O  -2.256  14.134  4.297  0.019
H  7.115  19.565  5.993  0.079
H  4.326  15.052  1.304  0.107
H  1.145  19.880  1.907  0.017
H  5.567  20.634  1.298  0.091
H  3.920  18.124  4.713  0.015
H  4.283  12.616  4.126  0.067
H  -0.068  19.864  0.804  0.087
H  3.094  11.443  6.166  0.079
H  1.187  18.066  -1.331  0.140
H  1.807  18.126  0.579  0.108
H  1.729  12.453  6.793  0.076
C  -0.370  18.728  3.848  -0.028
H  5.358  14.387  -0.499  0.085
H  6.085  19.466  0.009  0.078
H  -0.740  19.642  3.366  0.073
H  3.634  19.500  1.057  0.057
H  -0.679  14.088  5.272  0.142
C  3.183  21.560  3.239  -0.036
H  4.281  20.206  5.521  0.092
H  1.220  16.964  4.928  0.086
H  2.007  17.915  6.206  0.049
C  1.761  19.068  0.116  -0.651
H  5.260  19.286  7.844  0.132
C  4.441  16.232  6.981  -0.115
H  2.627  12.597  3.373  0.074
H  0.566  20.152  6.457  0.149
C  -1.012  13.984  4.219  -0.621
H  3.660  16.883  7.460  0.100
H  3.174  21.899  2.213  0.089
H  1.497  19.577  4.633  0.121
C  0.981  20.033  0.907  -0.035
H  2.611  15.239  5.242  0.086
C  3.204  19.448  0.039  -0.050
H  2.912  23.742  5.244  0.138
H  -1.302  18.342  4.227  0.079
H  0.482  15.379  3.629  0.013
H  2.478  17.153  2.511  0.090
H  0.484  23.140  4.724  0.081
O  2.091  14.429  5.187  0.019

The SMILES is CC(C)O.CC(C)O.CC(C)O.CC(C)O.CC(C)O.CC(C)O.CC(C)O.CC(C)O.CC(C)O.CO.CO. The energy relative to the best compared isomer or geometry (same formula, charge and spin) comes out at 1177.9 kJ/mol. The value obtained for the LUMO energy is 0.3044 eV. The maximum force comes out at 14.91 eV/Å. The value obtained for the HOMO-LUMO gap is 9.440 eV.

---

Formula: C29H82O15
Source: the Open Molecules 2025 dataset
Level of theory: wB97M-V/def2-TZVPD

Last column: Löwdin charge in e.
CARTESIAN COORDINATES (ANGSTROEM)
C  5.805  12.808  8.736  -0.072
H  10.652  19.630  13.987  0.128
O  11.869  12.265  11.357  -0.074
C  13.663  9.461  10.406  -0.486
C  10.761  12.029  6.759  -0.065
O  11.005  19.009  15.908  -0.098
H  7.856  7.834  7.368  0.116
C  11.008  17.482  14.072  -0.226
H  10.754  17.332  13.030  0.105
H  10.614  6.970  14.310  0.094
H  13.984  8.390  12.248  0.095
H  8.501  8.307  9.558  0.089
H  6.855  13.969  7.175  0.092
H  5.591  13.693  9.286  0.059
C  12.056  11.261  6.925  -0.317
O  9.861  8.150  7.342  -0.057
C  14.373  8.516  9.458  -0.048
H  12.395  12.073  12.152  0.029
H  9.457  9.719  9.096  0.104
O  13.259  13.977  9.501  -0.040
H  10.906  13.080  7.136  0.062
H  8.777  13.294  10.622  0.089
H  8.282  9.408  6.763  0.104
H  5.447  13.477  14.364  0.078
H  7.981  7.805  11.498  0.098
H  7.660  18.523  9.686  0.067
O  11.960  9.978  6.346  -0.081
H  15.417  13.182  13.282  0.131
H  12.283  11.238  7.996  0.090
C  13.689  16.274  9.511  -0.068
O  8.406  14.781  13.875  -0.112
H  13.719  7.711  9.158  0.074
H  12.620  7.849  11.292  0.083
H  6.312  11.241  6.526  0.104
H  12.096  17.431  14.111  0.122
C  10.082  7.577  13.528  -0.054
H  9.651  11.226  15.523  0.132
C  10.659  12.165  17.193  -0.224
H  11.598  13.742  17.934  0.099
H  10.327  8.646  13.632  0.061
H  10.450  13.364  12.331  0.114
H  9.034  14.184  14.352  0.046
H  14.268  15.245  13.471  0.076
H  14.536  9.028  8.501  0.073
C  8.499  9.181  8.936  -0.235
C  9.803  12.966  10.423  -0.045
H  11.093  14.739  7.878  0.058
O  10.580  16.394  14.893  -0.084
H  12.635  13.524  10.054  0.023
O  10.237  13.217  15.007  -0.109
H  9.786  12.128  9.704  0.081
H  5.283  13.439  6.637  0.126
C  8.176  17.584  9.699  -0.080
H  9.297  18.759  14.769  0.114
C  6.475  13.525  14.016  -0.049
H  12.732  9.416  6.252  0.095
H  10.387  7.150  12.568  0.075
H  12.792  9.883  9.942  0.116
C  8.104  17.022  11.086  -0.375
O  14.558  10.492  10.845  -0.046
H  14.533  16.085  8.785  0.101
C  10.383  18.755  14.633  -0.227
C  12.638  15.231  9.312  -0.554
H  9.742  10.430  11.451  0.064
C  6.182  13.137  7.273  -0.259
H  11.866  15.389  10.050  0.121
H  5.113  11.992  8.731  0.075
H  12.519  9.459  12.198  0.076
C  9.820  11.205  12.179  -0.018
H  9.285  17.749  9.506  0.096
H  10.722  11.201  17.733  0.126
O  11.848  12.898  17.508  -0.069
H  12.564  15.604  7.103  0.105
O  6.922  11.963  6.807  -0.130
H  8.884  15.566  12.068  0.059
C  7.147  14.765  14.543  -0.490
H  7.083  12.654  14.398  0.101
H  13.355  17.346  9.460  0.096
H  7.819  13.853  16.261  0.045
H  11.431  16.435  8.067  0.078
H  6.663  15.693  14.285  0.136
H  15.332  8.098  9.790  0.091
H  9.016  5.572  13.049  0.073
C  14.371  13.267  12.845  -0.301
H  14.179  16.088  10.490  0.073
H  8.383  17.775  11.824  0.106
C  11.935  15.457  8.025  -0.067
H  9.950  11.525  7.317  0.063
O  13.761  12.015  13.163  -0.110
H  9.845  12.666  17.607  0.088
H  10.967  13.848  15.055  0.083
H  7.772  16.874  8.993  0.068
H  8.155  9.224  12.645  0.050
H  7.050  16.823  11.281  0.108
H  12.781  14.782  12.733  0.094
C  7.200  14.674  16.044  -0.043
H  12.918  11.859  6.441  0.140
H  13.146  14.220  14.370  0.050
H  10.488  12.070  5.731  0.070
H  9.769  16.089  14.486  0.036
H  6.214  14.407  16.484  0.104
H  10.499  8.842  7.275  0.028
C  10.470  11.974  15.671  -0.187
H  14.578  13.471  11.745  0.123
H  8.844  11.467  12.548  0.074
C  8.562  8.643  7.475  -0.236
C  13.153  8.748  11.628  -0.050
C  8.547  7.364  13.632  -0.466
H  14.456  11.258  10.288  0.086
H  6.865  8.005  12.546  0.048
H  6.753  12.511  9.220  0.056
H  10.435  10.947  13.007  0.040
H  7.553  10.825  8.663  0.031
H  6.499  13.612  12.909  0.090
C  7.872  8.195  12.565  -0.054
H  11.432  11.637  15.165  0.137
C  13.593  14.403  13.436  -0.075
O  7.411  10.052  9.234  -0.080
H  8.112  7.638  14.606  0.138
H  10.319  13.741  9.948  0.040
H  7.618  15.600  16.439  0.088
H  14.118  11.318  12.578  0.064
C  10.478  12.531  11.659  -0.414
O  8.840  15.846  11.128  -0.087
O  8.232  5.981  13.424  -0.053
H  11.144  18.104  16.304  0.095

The SMILES is CC(C)O.CC(C)O.CC(C)O.CC(C)O.CC(C)O.OCCO.OCCO.OCCO.CCO.CCO.CCO.CCO. The value obtained for the LUMO energy is 0.4260 eV. The maximum force comes out at 3.08 eV/Å. The value obtained for the HOMO-LUMO gap is 9.953 eV.

---

Formula: C29H83F3N6O16S
Source: the Open Molecules 2025 dataset
Level of theory: wB97M-V/def2-TZVPD

Last column: Löwdin charge in e.
CARTESIAN COORDINATES (ANGSTROEM)
H  4.040  -7.613  22.450  0.090
H  10.350  -12.435  15.354  0.089
C  3.681  -9.450  13.013  -0.043
N  6.424  -8.037  20.078  0.309
N  12.591  -7.919  15.800  0.031
H  4.714  -0.554  12.547  0.067
H  8.368  -2.730  17.358  0.079
H  7.638  -2.839  23.781  0.073
C  11.393  -8.591  16.288  -0.423
O  3.243  -1.672  21.388  -0.062
O  5.842  -10.795  19.489  -0.064
O  1.684  -3.201  13.110  -0.069
F  7.834  -5.792  15.612  0.096
H  2.875  -3.281  14.692  0.107
H  3.704  -0.251  19.962  0.131
H  11.256  0.354  15.075  0.058
H  4.121  -9.494  21.106  0.129
H  5.574  -10.791  11.298  0.123
H  8.111  -4.312  22.048  0.129
H  6.161  -2.619  23.304  0.073
H  4.718  -10.569  17.876  0.107
H  4.980  -14.106  13.038  0.075
H  2.906  -9.444  22.971  0.085
H  8.536  -3.472  15.633  0.069
C  2.330  -9.016  22.150  -0.039
H  9.641  -1.578  20.028  0.067
C  9.431  -1.608  21.097  -0.136
H  1.921  -2.272  13.162  0.072
H  7.830  1.506  16.808  0.085
N  10.395  0.798  14.787  0.031
O  6.597  -1.039  11.599  -0.084
H  7.274  -7.801  20.570  0.146
H  6.819  -10.701  16.318  0.106
O  4.620  -0.704  13.490  -0.069
H  9.905  -0.715  21.504  0.086
H  2.908  -5.682  15.981  -0.017
C  6.672  -1.846  12.771  -0.206
H  10.246  -7.604  14.655  0.088
C  5.568  -1.683  13.894  -0.195
H  8.344  2.414  15.379  0.080
C  2.830  -8.600  19.651  -0.229
H  1.702  -5.759  13.527  0.121
N  6.111  -9.224  13.497  0.034
H  6.453  -5.367  20.661  0.046
H  2.715  -9.901  13.243  0.071
C  1.519  -9.702  18.007  -0.065
C  5.381  -11.353  12.212  -0.209
S  5.567  -5.295  17.218  0.586
H  8.893  -11.515  15.122  0.084
H  9.282  -8.231  15.963  0.049
O  8.072  -1.569  21.427  -0.187
H  3.278  -13.748  13.286  0.088
H  9.989  -2.439  21.530  0.082
O  2.240  -6.059  15.405  -0.112
C  8.908  -2.809  16.415  -0.098
H  4.869  -10.821  14.192  0.099
H  3.743  -9.123  11.976  0.075
C  5.014  -10.248  13.277  -0.373
C  8.329  1.428  15.842  -0.070
H  1.607  -9.735  21.765  0.085
H  6.243  -11.919  12.566  0.113
H  5.216  -2.748  18.432  0.001
H  0.674  -9.020  18.103  0.089
H  12.992  -7.340  16.524  0.071
H  6.416  -9.007  19.798  0.077
H  3.566  -8.222  18.942  0.123
H  6.104  -8.558  12.738  0.061
C  2.447  -5.298  14.176  -0.231
F  5.899  -6.792  14.969  0.090
F  6.331  -4.651  14.641  0.150
C  3.071  -1.123  20.125  -0.285
H  6.279  -7.427  19.287  0.036
H  2.766  -2.026  18.292  0.120
H  3.317  -3.105  19.722  0.120
C  6.092  -4.833  21.540  -0.052
C  9.652  -11.769  15.862  -0.108
H  6.338  -9.063  17.018  0.103
H  4.665  -13.036  14.141  0.067
C  11.370  -10.056  15.907  -0.174
H  9.352  -0.559  17.699  0.105
O  4.361  -12.299  12.083  -0.181
H  5.658  -11.957  17.804  0.123
H  3.680  -8.533  13.602  0.055
C  4.262  -13.296  13.163  -0.074
H  11.493  -10.165  14.830  0.131
H  9.211  -12.406  16.629  0.090
C  3.407  -2.174  19.161  -0.248
H  7.703  -1.855  13.124  0.102
C  9.699  -0.589  16.667  -0.159
H  5.897  -8.735  14.354  0.021
H  2.145  -7.752  19.656  0.136
H  10.283  1.574  16.709  0.133
H  5.893  -5.607  22.281  0.058
C  5.721  -10.917  18.122  -0.237
H  9.847  0.028  14.430  0.054
H  7.169  -1.312  10.878  0.090
C  6.661  -10.088  17.205  -0.184
H  2.105  -9.331  17.166  0.082
H  5.570  -7.792  20.558  0.049
O  7.961  -9.856  17.788  -0.089
H  5.682  -11.655  19.885  0.114
H  7.746  -3.125  20.022  0.114
C  6.484  -5.663  15.462  -0.545
H  7.762  0.830  15.129  0.074
O  10.157  -10.595  16.435  -0.215
O  5.723  -6.462  18.071  -0.346
O  8.806  -1.475  15.935  -0.214
C  3.329  -8.748  21.049  -0.463
H  3.226  -6.846  21.359  0.100
H  5.139  -4.412  21.222  0.074
H  12.431  -7.398  14.950  0.066
C  10.230  -7.744  15.736  -0.062
H  3.457  -5.579  13.877  0.108
H  9.901  -3.217  16.605  0.085
O  6.142  -4.075  17.882  -0.332
H  6.339  -2.237  20.714  0.109
H  1.144  -10.656  17.638  0.085
O  4.192  -5.165  16.870  -0.285
O  2.191  -9.783  19.294  -0.168
N  3.962  -7.532  21.446  0.018
C  2.041  -3.882  14.330  -0.238
H  1.234  -3.913  15.062  0.126
H  12.274  -10.469  16.354  0.123
N  6.878  -3.330  23.331  0.044
C  7.158  -3.785  22.008  -0.428
H  10.708  -1.001  16.641  0.110
H  6.011  -1.333  14.826  0.110
C  9.708  0.904  16.070  -0.424
H  11.331  -8.455  17.368  0.143
H  2.025  -0.824  20.054  0.118
H  1.876  -8.119  22.571  0.089
O  4.777  -1.995  18.834  -0.086
H  5.085  -2.649  14.038  0.082
H  10.164  -6.797  16.271  0.075
C  7.303  -2.700  20.923  -0.156
H  6.549  -2.833  12.325  0.101
H  3.940  -1.187  21.835  0.083
H  8.550  -9.592  17.078  0.029

The energy relative to the best compared isomer or geometry (same formula, charge and spin) comes out at 268.0 kJ/mol. The value obtained for the LUMO energy is -0.1114 eV. The maximum force comes out at 3.34 eV/Å. The value obtained for the HOMO-LUMO gap is 8.942 eV.